# 1
Molecular formula: C20H68N10O14
Method: DFT, ωB97M-V with the def2-TZVPD basis set

Geometry as XYZ:
```
112
Properties=species:S:1:pos:R:3:forces:R:3
C 2.26336 2.79298 -1.41447 -0.4 -0.7 0.2
C 1.77235 3.38900 -0.08292 1.6 0.2 -1.3
O 0.50524 3.97914 -0.31251 1.0 0.7 -1.3
H 1.56162 1.96765 -1.64413 0.7 0.3 0.0
H 3.30378 2.38778 -1.39678 -0.8 0.4 0.2
H 2.14423 3.50015 -2.24448 0.3 0.1 0.4
H 2.50177 4.15064 0.25253 -0.4 -0.3 0.2
H 1.66638 2.60638 0.65583 0.3 -0.2 0.3
H 0.03041 3.75971 0.44839 -1.6 -0.1 1.5
C 2.18833 -4.15876 3.49312 1.9 1.2 1.7
C 2.32452 -2.58553 3.62380 -0.8 -1.6 -2.4
O 3.58586 -2.14657 3.99609 0.1 -2.0 2.2
H 2.58957 -4.61341 4.41807 -1.0 0.2 0.2
H 2.92290 -4.59406 2.86004 0.8 0.3 -1.3
H 1.26275 -4.56230 3.15461 -0.9 0.1 0.2
H 1.53776 -2.16154 4.21443 -0.5 0.0 1.0
H 2.14499 -2.14654 2.63628 -0.3 -0.3 -0.2
H 3.73429 -1.38486 3.48772 0.9 1.4 -1.1
C -5.16686 -1.13826 1.43645 0.8 -1.1 -0.3
C -3.70194 -1.38019 1.71853 -1.0 0.2 -0.2
O -3.10685 -0.14715 2.02814 1.9 0.5 -0.2
H -5.38347 -0.58686 0.54341 0.1 0.5 -0.4
H -5.62060 -0.70476 2.29151 -0.5 0.7 0.8
H -5.58970 -2.10960 1.33819 -0.8 -0.8 -0.3
H -3.12763 -1.76943 0.89285 -0.1 -0.2 -0.5
H -3.60832 -2.12766 2.49457 0.2 0.0 0.6
H -3.54697 0.36422 2.68876 -0.9 0.2 0.5
C 1.41811 1.44102 -4.34253 -0.4 1.2 -0.6
C -0.07894 1.51908 -4.74911 1.4 -0.2 -1.4
O -0.92469 1.73948 -3.67203 -1.7 0.0 2.0
H 1.55428 0.75530 -3.54317 0.1 -0.7 0.8
H 1.75691 2.45509 -4.01005 -0.4 -0.9 -0.3
H 2.13199 1.14449 -5.13828 -0.9 0.1 0.1
H -0.47074 0.67340 -5.31332 0.6 -0.3 -0.1
H -0.24444 2.39582 -5.31277 0.5 0.9 -1.6
H -1.85145 1.78667 -3.99878 0.9 0.0 0.5
C -4.26781 -1.69348 -1.96028 0.5 -1.2 -1.2
C -3.50769 -0.43979 -1.77033 2.8 0.8 0.6
O -4.22923 0.76249 -1.66638 -1.2 0.3 -0.3
H -5.01876 -1.59710 -2.75132 0.1 -0.1 0.1
H -4.71907 -1.88844 -1.04868 -1.6 -0.5 1.7
H -3.62467 -2.60933 -2.11381 -0.3 1.3 -0.2
H -2.79831 -0.27373 -2.60950 -0.1 -0.3 0.6
H -2.94268 -0.44022 -0.77297 -0.1 -0.8 -1.5
H -4.19924 1.01357 -0.74398 -0.1 0.5 0.1
C 3.67450 -3.13673 -1.08753 0.2 1.0 0.1
C 3.66396 -2.20500 -2.34203 1.6 -1.4 0.9
O 2.37670 -1.95411 -2.75907 -0.9 0.3 -0.7
H 3.05780 -2.74746 -0.22900 0.5 -0.1 -1.0
H 4.67250 -3.34805 -0.69014 0.0 0.3 -0.2
H 3.27029 -4.05743 -1.41465 -0.7 -1.2 -0.2
H 4.30425 -2.61027 -3.17517 -0.8 0.0 0.7
H 4.10607 -1.28766 -2.05880 0.9 1.1 0.4
H 2.09688 -1.23354 -2.17219 -0.7 -0.3 -0.4
C -0.12700 0.05548 -0.46601 6.0 -2.1 -2.3
O 1.08794 -0.49700 -0.98323 -6.1 2.7 2.7
N -0.66086 -0.28185 0.67695 0.4 -3.1 3.8
N -0.73689 1.06295 -0.97112 -1.8 3.5 -3.5
H -0.15855 -0.80691 1.38275 0.6 -0.6 -0.8
H -1.53113 -0.04546 1.14785 -0.5 0.4 -1.2
H -0.58045 1.40987 -1.94725 0.1 -0.7 0.9
H -1.60325 1.52385 -0.56911 0.8 -0.9 -0.4
C 0.44373 0.57305 4.07224 1.4 2.7 -5.0
O 1.23336 1.02344 3.08438 -3.1 -1.4 4.8
N -0.87699 0.54806 3.85945 -1.0 0.3 -0.6
N 0.81871 0.29718 5.28568 3.3 -0.5 2.4
H -1.12638 0.96114 2.95639 -0.4 -0.6 0.5
H -1.55836 0.53368 4.61220 0.4 0.1 -0.2
H 1.82218 0.49084 5.39292 -0.6 -0.4 0.2
H 0.52734 -0.51276 5.82511 -0.4 0.3 -0.3
C 4.04228 -0.25271 1.42695 3.6 -2.2 -5.8
O 4.94135 -0.79665 0.56030 -4.0 2.6 4.3
N 4.35254 0.09390 2.65597 2.7 0.8 4.4
N 2.80250 0.04843 1.13894 -2.7 0.2 -1.9
H 5.35849 -0.00308 2.90525 -1.4 0.1 -0.2
H 3.68787 0.44774 3.39355 1.1 -0.2 -1.8
H 2.38276 -0.11775 0.18882 0.6 -0.2 1.1
H 2.16761 0.44718 1.85404 0.9 -0.5 -0.8
C -2.02213 2.81081 1.41507 -5.1 -1.4 -5.2
O -2.85585 2.61537 0.30557 4.7 1.0 5.5
N -2.37603 3.41961 2.51106 -5.4 5.2 1.9
N -0.87634 2.24448 1.65184 1.9 -1.1 -2.0
H -3.16424 4.19344 2.47185 2.1 -2.5 -0.1
H -1.77536 3.55200 3.30196 0.4 -0.1 -0.1
H -0.49963 1.63336 0.95877 0.7 0.0 0.0
H -0.31836 2.51054 2.41966 0.9 0.2 0.5
C 0.34867 5.38914 -4.05057 0.0 -1.1 -6.6
O 0.32332 5.14403 -5.40812 0.0 1.1 6.6
N 0.74410 6.51271 -3.50226 2.0 4.1 -2.0
N -0.01109 4.56973 -3.09807 -1.1 -3.6 1.1
H 1.16660 7.25504 -4.10029 -0.7 -1.1 0.9
H 0.71951 6.62932 -2.52163 0.0 0.3 0.6
H -0.32952 3.64315 -3.43059 0.2 0.7 0.8
H 0.32214 4.66142 -2.10754 -0.8 -0.3 -1.5
C -1.10076 -3.05473 3.79333 -0.6 -0.5 1.0
O -0.74811 -1.99599 2.98032 0.6 0.1 -0.9
H -0.55271 -3.01228 4.73409 0.0 -0.3 0.2
H -1.00434 -4.03944 3.37842 0.7 -0.2 -0.7
H -2.15716 -3.00748 3.97579 -0.8 0.1 0.6
H -0.91184 -1.21189 3.51246 -0.1 0.1 -0.4
C -0.19911 -3.56419 -0.38943 2.3 -0.7 -1.0
O -1.42675 -2.99660 -0.72568 -1.0 -2.7 -0.2
H 0.10193 -3.43110 0.62247 -0.2 0.3 1.4
H 0.61292 -3.06305 -0.93752 -0.2 -0.2 -0.2
H -0.05184 -4.65458 -0.56957 -1.0 0.7 -0.3
H -1.30532 -2.10926 -0.52363 0.0 2.6 0.4
C -0.69179 -1.69630 -3.91650 -0.3 0.9 -1.4
O -1.54350 -2.79023 -3.67646 0.5 -0.8 1.0
H 0.07030 -1.86296 -4.70794 0.4 -0.5 1.1
H -0.30420 -1.21149 -2.99078 -0.2 -0.8 -0.8
H -1.32841 -1.02781 -4.48531 -0.2 1.2 0.4
H -1.95820 -3.00164 -4.50593 -0.2 -0.2 -0.4
```
Positions in Å, forces in eV/Å.

Values from the calculation:
highest occupied orbital energy = -8.50 eV
multiplicity = 1

---

# 2
Molecular formula: C20H69N5O12
Method: DFT, ωB97M-V with the def2-TZVPD basis set

Geometry as XYZ:
```
106
Properties=species:S:1:pos:R:3:forces:R:3
C -0.97977 2.59244 -0.34727 0.5 -0.3 0.3
O -1.40313 1.23602 -0.31950 -0.3 0.1 0.3
C -2.72357 1.01739 -0.82136 0.3 0.3 -1.5
C -2.71592 0.95972 -2.39332 -1.7 0.6 1.1
C -4.14044 0.63095 -2.94397 0.4 0.9 0.8
N -1.79357 -0.00387 -2.84278 1.5 -1.3 -0.9
H -0.83747 2.92899 -1.37420 0.0 0.2 0.0
H -0.03862 2.61040 0.20230 0.2 0.0 -0.3
H -1.61416 3.29001 0.19958 -0.6 -0.2 -0.1
H -3.07601 0.07859 -0.39410 0.0 0.1 -0.2
H -3.37121 1.83599 -0.50742 -0.1 0.0 0.1
H -2.36301 1.90257 -2.81115 -0.6 0.8 0.4
H -4.42610 -0.39551 -2.71402 0.1 0.0 -0.1
H -4.29183 0.86912 -3.99680 0.5 -0.4 -0.2
H -4.85628 1.29734 -2.46271 -0.1 0.0 0.3
H -1.65411 0.21823 -3.81814 -0.1 -0.7 -0.7
H -0.85943 0.20339 -2.51948 0.3 0.1 0.7
C -6.09538 -0.55119 5.20300 -0.6 -0.3 -0.8
O -6.92515 -0.43706 4.00210 0.7 -2.0 1.9
C -6.53807 0.59512 3.18779 -0.6 1.5 -0.4
C -5.14439 0.55325 2.64469 0.1 0.1 -0.8
C -4.76759 1.93889 2.09597 0.1 -0.6 0.9
N -5.03698 -0.48009 1.62867 -1.0 0.4 -0.2
H -6.68056 -1.09364 5.94556 0.0 0.1 -0.1
H -5.76735 0.39986 5.62253 -0.5 0.4 -0.1
H -5.16163 -1.08536 5.02728 -0.1 -0.3 -0.3
H -7.20417 0.66820 2.32810 -0.3 -0.3 0.0
H -6.73574 1.47705 3.79708 0.5 0.8 -0.2
H -4.49802 0.27183 3.47602 0.4 0.7 0.3
H -3.71883 1.88563 1.80381 0.1 0.4 0.1
H -4.94228 2.59431 2.94921 0.5 0.5 -0.1
H -5.35531 2.33703 1.26883 -0.2 -0.5 -0.1
H -5.31229 -1.34921 2.06332 0.1 -0.3 -0.2
H -4.10070 -0.58434 1.26449 -0.1 0.0 0.4
C 1.48449 2.87268 -2.81205 1.1 0.0 -0.5
O 2.14212 2.60884 -1.54915 -1.3 0.6 -1.0
C 2.85614 3.68809 -0.98721 0.4 -0.1 0.5
C 3.65148 3.11744 0.20007 0.4 1.0 -0.4
C 2.75588 2.76352 1.35525 -0.3 -0.1 0.6
N 4.74357 4.04914 0.57481 0.1 -0.9 -0.2
H 0.78341 3.70585 -2.86123 0.0 0.2 0.7
H 0.97853 1.99963 -3.22421 0.0 -0.3 0.6
H 2.26591 3.07569 -3.54436 0.1 0.2 -0.1
H 3.52963 4.18299 -1.68690 0.3 -0.5 -0.5
H 2.25338 4.53181 -0.65118 -0.8 -0.1 0.2
H 4.13339 2.22094 -0.18998 0.1 -0.1 0.1
H 3.25989 2.33321 2.22065 0.4 0.0 -0.2
H 2.01426 2.02028 1.06251 -0.1 0.1 -0.1
H 2.25262 3.64579 1.75076 -0.2 0.2 -0.2
H 4.49441 5.02614 0.63389 -0.5 0.1 0.1
H 5.40111 3.98939 -0.18950 0.4 0.2 0.1
C 5.22579 -0.92779 1.89080 0.1 0.6 -0.6
O 4.08474 -1.65457 1.44897 0.2 -1.7 1.0
C 4.46220 -3.00719 1.02614 -0.2 0.7 -0.2
C 3.31912 -3.77270 0.36733 -1.1 -0.1 1.1
C 2.16528 -4.10947 1.31682 0.1 0.2 -0.7
N 3.76633 -5.04242 -0.18576 -0.1 0.9 -0.6
H 4.96159 -0.07690 2.51872 -0.5 -0.1 -0.1
H 5.65318 -0.53451 0.96842 0.7 0.2 0.2
H 5.96937 -1.48681 2.45884 -0.1 -0.5 -0.2
H 5.17691 -2.92015 0.20778 0.6 0.2 0.1
H 4.93276 -3.54454 1.84950 -0.1 -0.1 0.2
H 2.94562 -3.14448 -0.44133 0.0 -0.1 -0.2
H 1.71802 -3.23640 1.79202 0.3 -0.1 0.3
H 2.55646 -4.86199 2.00150 -0.3 0.2 0.5
H 1.37728 -4.56554 0.71752 0.0 -0.2 0.0
H 4.02038 -5.73696 0.50212 0.3 0.2 0.0
H 4.48382 -4.82937 -0.86393 0.3 -0.7 0.0
C -2.91380 -2.59988 0.13987 1.2 0.3 -0.6
O -2.73162 -1.74541 1.24311 0.5 -0.5 1.4
C -1.37455 -1.56309 1.61843 1.0 0.9 0.5
C -1.25609 -0.52633 2.75946 -1.9 0.4 0.8
C 0.11558 -0.12181 3.22260 1.2 -1.3 -0.7
N -2.06365 -1.03771 3.91252 0.3 0.2 -0.5
H -2.41350 -2.04583 -0.65437 -0.4 -0.4 -0.9
H -3.96426 -2.81076 -0.06054 0.0 0.4 0.2
H -2.37479 -3.54346 0.22485 0.0 -0.2 0.4
H -0.85809 -2.45526 1.97255 -0.4 -0.6 0.0
H -0.79612 -1.20003 0.76889 0.0 0.1 -0.3
H -1.67084 0.41565 2.40062 -0.6 0.1 -0.4
H 0.22286 0.47943 4.12543 -0.7 0.1 -0.1
H 0.61469 0.38271 2.39528 0.2 0.2 0.0
H 0.69339 -1.02514 3.41811 0.3 -0.1 0.1
H -2.12337 -0.32019 4.62084 0.4 0.2 0.3
H -3.02556 -1.10231 3.61145 -0.2 -0.4 -0.3
O 1.33737 0.20495 -0.78859 -0.2 -0.8 0.2
H 0.40157 0.24386 -0.59113 -0.6 -0.1 0.3
H 1.57693 1.10849 -0.99468 0.4 0.8 -0.2
O 4.35529 -1.04837 -3.76980 0.3 0.0 -0.6
H 4.19236 -1.94148 -4.07316 0.0 -0.3 -0.3
H 4.59333 -1.14768 -2.84801 -0.1 0.3 0.9
O 1.70082 -1.61071 -3.16029 -0.4 -0.3 -0.3
H 2.59641 -1.27873 -3.22303 0.2 0.3 0.0
H 1.40133 -1.33123 -2.29517 -0.1 0.1 0.3
O 3.60172 0.75487 -5.72648 0.1 0.4 -0.3
H 3.94440 0.25725 -4.98407 0.1 -0.4 0.7
H 4.13868 0.47837 -6.46908 0.0 0.0 -0.3
O 1.16972 1.82070 -6.18269 -0.9 0.4 0.0
H 2.00954 1.47032 -5.88577 0.7 -0.5 0.1
H 1.29630 2.76941 -6.19488 0.0 0.2 -0.1
O -0.94691 -2.82920 -3.02436 0.3 -0.7 0.0
H -1.21643 -1.94438 -2.77801 -0.4 0.6 -0.1
H -1.71370 -3.37279 -2.84332 -0.2 -0.1 0.0
O 3.79521 -0.86481 -1.00596 1.0 0.1 -1.3
H 2.92989 -0.48952 -0.84279 -0.6 0.1 0.1
H 4.06552 -1.22152 -0.15985 -0.2 0.1 0.5
```
Positions in Å, forces in eV/Å.

Values from the calculation:
SMILES string = COC[C@H](C)N.COC[C@H](C)N.COC[C@H](C)N.COC[C@H](C)N.COC[C@H](C)N.O.O.O.O.O.O.O
highest occupied orbital energy = -8.76 eV
multiplicity = 1

---

Energy above the lowest of the compared OMol25 structures with the same formula, charge and spin / eV: 11.089; 1.133
HOMO-LUMO gap / eV: 7.5; 9.2